1.
Entry from the OMol25 dataset: 16 unconnected molecules or ions with the total composition C56H96O40S4 in a non-equilibrium geometry (ωB97M-V/def2-TZVPD).

Geometry (Å):
S: -5.39609 -10.37025 -5.99698
S: -6.46554 -8.33383 -0.13196
S: -9.91239 -7.12022 -5.23060
S: -14.23724 -1.64059 -8.47647
O: -7.19487 -3.83141 -5.96713
O: -11.48400 -13.46054 -8.46077
O: -14.16812 -6.34956 -3.66230
O: -14.89366 -0.49670 -9.23115
O: -12.68685 -11.70840 -8.14753
O: -9.65674 -2.96348 -11.23274
O: -2.67112 -6.13497 -6.53062
O: -1.45778 -8.12760 -0.19180
O: -12.74156 -6.44694 -12.43454
O: -11.74106 -7.66644 -10.85279
O: -11.03766 -10.34023 -0.73633
O: -4.16235 -4.83262 -7.63363
O: -8.84618 -11.46892 -7.95800
O: -13.69515 -6.87223 -10.40720
O: -10.38451 -4.74042 -10.09660
O: -10.09733 0.79252 -6.11889
O: -7.20130 -13.75829 -0.19241
O: -14.23502 -2.78979 1.99980
O: -9.88197 -11.95894 -1.62657
O: -8.48150 0.91529 -4.55980
O: -13.21358 -13.76926 -7.29511
O: -1.55786 -7.11638 -2.16277
O: -7.27282 -12.75284 -8.82452
O: -7.38432 -2.47492 -4.29054
O: -5.00728 -8.67825 -0.61005
O: -9.05915 -3.84239 -4.54593
O: -12.80640 -3.62611 0.42363
O: -14.02490 -8.49982 -4.09954
O: -10.05128 -11.86867 0.63849
O: -11.49104 -4.03950 -11.86313
O: -7.94010 -13.20380 -6.68443
O: -14.94031 -4.07261 0.26192
O: -12.64358 -7.65312 -2.46222
O: -8.05903 0.39635 -6.66787
O: 0.00438 -8.71556 -1.86811
O: -4.94363 -10.22306 -7.44353
O: -6.02499 -14.62321 -1.76186
O: -10.89198 -8.29187 -5.29215
O: -4.14484 -6.96551 -8.13764
O: -6.55931 -12.30189 -1.70899
C: -4.50147 -11.82757 -5.36386
C: -10.17345 -11.08437 -2.69474
C: -10.25756 -11.40971 -0.44777
C: -12.80958 -4.58146 -0.65381
C: -10.68150 -12.06533 -3.86170
C: -2.49467 -6.33583 -1.36931
C: -4.50424 -9.00326 -5.06472
C: -8.33618 -2.04956 -3.33840
C: -8.77885 -9.63214 -9.50551
C: -8.85398 0.77226 -5.69799
C: -6.60483 -13.50077 -1.26801
C: -11.12026 -10.12765 -2.09546
C: -7.57630 -11.72244 -9.84805
C: -2.43813 -7.09837 -0.03742
C: -11.77064 -5.73657 -0.38220
C: -5.07410 -6.51872 -9.05340
C: -9.96899 -3.73596 -2.46609
C: -10.46113 -4.04597 -11.10153
C: -12.65490 -15.08535 -7.42153
C: -8.77817 0.02928 -7.84940
C: -6.63473 -15.73649 -1.15168
C: -10.39073 -15.82004 -8.27435
C: -7.03846 -15.10245 0.14104
C: -7.20581 -9.76534 0.69947
C: -8.88645 -11.14048 -9.42824
C: -15.76242 -2.32680 -7.60147
C: -8.49386 -1.42597 -8.28386
C: -12.40580 -2.58757 -13.63754
C: -11.10983 -3.17644 -12.98644
C: -7.42059 -8.48857 -1.66562
C: -12.74202 -7.02079 -11.36300
C: -12.45731 -12.85141 -7.93787
C: -11.62648 -14.84048 -8.53209
C: -15.28229 -6.58040 -4.47984
C: -3.54342 -6.03529 -7.39231
C: -13.96952 -2.93442 -9.82195
C: -16.10964 -8.97051 -5.25815
C: -14.17685 -4.86837 -0.68546
C: -0.93601 -8.08823 -1.42546
C: -13.26301 -7.46576 -9.16232
C: -3.84105 -6.16238 -1.97833
C: -14.41708 -8.38947 -8.70267
C: -14.05841 -3.37962 0.92354
C: -12.05788 -8.19029 -9.62236
C: -13.56495 -7.57005 -3.26641
C: -10.04800 -6.30041 -6.88299
C: -9.47152 -2.88586 -3.66064
C: -8.29541 -8.04065 -5.54895
C: -10.13689 0.38530 -7.41253
C: -9.99655 -2.28894 -12.43586
C: -7.84421 -3.37402 -5.06913
C: -14.89585 -7.97630 -5.04656
C: -7.95610 -12.50688 -7.68173
C: -8.37849 -15.55381 0.82810
C: -5.58473 -3.92763 -9.48614
C: -5.34839 -5.12695 -8.45358
H: -3.62709 -5.73925 -2.95980
H: -9.79477 -6.94201 -7.72700
H: -10.23729 -13.03735 -4.07604
H: -10.83651 -0.42690 -7.60993
H: -8.43838 0.73308 -8.60921
H: -9.11150 -4.25507 -2.03791
H: -10.13865 -15.61158 -7.23458
H: -8.77000 -2.25304 -7.62981
H: -8.43371 -8.77327 -1.38167
H: -12.95573 -6.64953 -8.50853
H: -9.50101 -15.63262 -8.87548
H: -13.44520 -15.76610 -7.73790
H: -2.12246 -5.34964 -1.09186
H: -12.29123 -1.53258 -13.88650
H: -15.63139 -3.37353 -7.32707
H: -10.27760 -1.23607 -12.46033
H: -7.76419 -9.24311 -9.42055
H: -16.80342 -9.05670 -4.42188
H: -10.55810 -11.44288 -4.74794
H: -10.67408 -3.94621 -13.62337
H: -5.94253 -16.55261 -0.94447
H: -6.96374 -9.30150 -2.23000
H: -12.14066 -10.41375 -2.35043
H: -11.01700 -5.30456 0.27622
H: -12.71449 -3.16120 -14.51146
H: -4.62738 -6.62052 -10.04243
H: -7.97209 -2.14140 -2.31512
H: -14.48823 -4.70822 -1.71769
H: -4.43714 -5.48275 -1.36935
H: -13.54446 -3.82972 -9.36822
H: -9.07605 -9.39373 -10.52675
H: -8.17045 -8.65752 -6.43887
H: -3.44213 -9.00089 -5.30969
H: -11.01660 -5.85052 -7.10093
H: -6.14789 -15.03760 0.76617
H: -3.45681 -7.42051 0.17848
H: -15.93018 -1.83588 -6.64284
H: -13.31519 -2.42202 -10.52722
H: -8.26056 -9.83375 0.96578
H: -10.71377 -16.80780 -8.60311
H: -9.18181 -2.42549 -13.14694
H: -6.84906 -10.94896 -10.09497
H: -14.30790 -5.84837 -0.22664
H: -10.66360 -4.39496 -2.98698
H: -15.17523 -7.82234 -8.16260
H: -8.48876 -15.10687 1.81611
H: -16.50195 -2.16112 -8.38488
H: -7.03398 -10.67318 0.12119
H: -7.52124 -7.27351 -5.53346
H: -9.76105 -11.61370 -9.87458
H: -10.49883 1.19827 -8.04196
H: -5.60715 -2.96360 -8.97797
H: -4.85368 -7.97337 -5.13771
H: -6.69407 -9.95756 1.64249
H: -7.48316 -16.05711 -1.75623
H: -12.31531 -9.22073 -9.86735
H: -8.15748 -8.62930 -4.64199
H: -4.58644 -6.94929 -2.09351
H: -6.16064 -5.07568 -7.72852
H: -16.51642 -8.65403 -6.21860
H: -3.44554 -11.83638 -5.63408
H: -4.73686 -3.81876 -10.16240
H: -7.37694 -7.55854 -2.23239
H: -11.35749 -6.14586 -1.30409
H: -6.46430 -4.03014 -10.12171
H: -12.30476 -6.53903 0.12659
H: -14.00589 -9.23094 -8.14504
H: -8.64099 -1.02061 -3.52935
H: -11.18894 -7.95288 -9.00863
H: -12.54374 -4.24538 -1.65605
H: -10.90811 -9.08773 -2.34377
H: -7.44793 -1.55187 -8.56361
H: -11.74257 -12.22087 -3.66661
H: -10.30375 -2.22926 -3.91435
H: -8.17005 -16.54756 1.22447
H: -16.21932 -6.51184 -3.92722
H: -8.98388 -1.62084 -9.23781
H: -13.25999 -2.42119 -12.98120
H: -12.21476 -15.53408 -6.53101
H: -4.44453 -9.24698 -4.00400
H: -15.36431 -5.76307 -5.19633
H: -7.58289 -12.24418 -10.80505
H: -14.25552 -7.67236 -5.87463
H: -4.85264 -12.73216 -5.86035
H: -9.23763 -5.58206 -7.00702
H: -4.63538 -11.98876 -4.29419
H: -9.54283 -9.12276 -8.91816
H: -15.72944 -9.94970 -5.54924
H: -12.03267 -14.93982 -9.53869
H: -10.55957 -3.15815 -1.75514
H: -2.35343 -6.37433 0.77296
H: -9.33641 -15.52584 0.30877
H: -6.00915 -7.06904 -8.94891
H: -14.77891 -8.76480 -9.65991
H: -14.79293 -3.11068 -10.51407
H: -9.39658 -10.39858 -3.03280

Energy: -6793.500248 a.u.
LUMO level: -0.3 eV
Frontier orbital gap: 8.24 eV

2.
Entry from the OMol25 dataset: a molecular structure, C57H111Br9Hg2N6O6 in a non-equilibrium geometry (ωB97M-V/def2-TZVPD).

Geometry (Å):
Hg: -2.24399 2.57609 2.19868
Hg: -0.81432 -1.92185 -0.26645
Br: 1.50261 11.12984 2.20464
Br: -1.55470 4.23553 -7.57102
Br: -1.31537 4.28230 9.42952
Br: 0.44061 6.42391 7.93714
Br: 1.38156 3.27401 7.79253
Br: -0.95215 6.65736 -9.81871
Br: -0.34714 11.99116 4.78101
Br: -1.62576 10.20587 2.22271
Br: -1.34633 7.48933 -6.62184
O: -3.55552 -0.88202 1.33356
O: 0.36820 2.08972 0.26088
O: 1.12609 -2.93884 -3.06313
O: 2.43721 -3.19698 1.86773
O: 7.42205 -2.69646 -1.51593
O: -4.43410 5.16167 3.02315
N: 3.56194 -3.56942 2.57365
N: 0.40185 3.51083 0.04916
N: 7.17605 -2.55722 -3.00822
N: -5.73918 4.66953 3.26922
N: 0.09141 -3.59343 -3.89572
N: -4.18064 -2.07957 0.94405
C: 8.64125 -0.60041 -3.40519
C: -5.90111 4.42325 4.73037
C: 5.51315 -2.81501 3.73402
C: -8.38496 4.21075 4.35633
C: 4.15741 -2.41541 3.40783
C: -2.93312 -3.68190 2.76773
C: 7.65969 -3.78131 -3.84690
C: -6.93210 5.32333 2.55988
C: 1.07776 -3.89249 -6.33086
C: -0.30492 -5.04343 -3.71872
C: 2.82525 4.38646 0.68235
C: -4.27024 -3.16508 2.03444
C: 5.16475 -5.30308 3.43145
C: -8.18913 4.49117 2.89435
C: -6.03025 -3.34351 -0.26920
C: 7.26720 -3.62203 -5.34754
C: 0.59324 4.72345 8.88832
C: 6.24266 -0.20480 -2.96562
C: -5.27908 -1.97302 -0.01710
C: -7.24772 6.78657 3.01953
C: -1.82990 -4.78594 -5.86916
C: -4.79043 -1.55268 -1.36308
C: 5.70521 -4.18891 4.28288
C: 0.74512 6.31961 -0.73057
C: -0.22293 5.39068 -1.37843
C: 0.71416 5.93037 0.78283
C: -5.83294 5.63286 5.75433
C: 2.75717 -5.21380 4.37604
C: 3.23630 -5.99957 2.02180
C: -4.88661 -4.47016 1.62950
C: 0.17484 3.79547 -1.42315
C: 6.83747 -1.16943 -5.10239
C: 1.03751 4.14921 2.48219
C: -6.19951 -4.24603 0.98003
C: 9.19385 -3.82719 -3.84063
C: -5.07779 -2.55357 3.22319
C: -7.19629 3.51258 4.97522
C: 4.13990 -1.03675 2.69599
C: 7.30703 -1.16166 -3.51430
C: -6.36570 -0.85042 0.55851
C: 7.42847 -2.22324 -5.93465
C: -1.33529 -3.32909 -6.02099
C: 0.36018 -1.53869 -5.56763
C: 1.26334 4.37466 0.95114
C: -4.86646 3.44936 5.27240
C: 0.96946 -5.95611 -3.50670
C: 3.40612 -2.18716 4.70343
C: 6.96012 -5.05388 -3.32862
C: -1.08600 -5.73706 -4.90420
C: -1.14223 3.18378 -1.98175
C: -1.76102 6.18114 -8.01115
C: 0.06514 -3.06794 -5.38633
C: 1.36326 3.66440 -2.34200
C: -1.00099 -5.34592 -2.36396
C: -0.34130 11.52941 2.80051
C: 3.60574 -4.95282 3.13625
C: -6.79414 5.33204 1.01496
H: 5.87414 -5.03319 -3.23743
H: 6.30587 0.78987 -3.40690
H: -8.23793 3.58153 2.29579
H: -5.58536 -3.88263 -1.10557
H: 3.84992 -6.16658 1.13654
H: -1.96199 3.39963 -1.29656
H: 3.83749 -2.75812 5.52564
H: 5.32336 -4.29889 5.29786
H: -7.08378 -0.71344 -0.25001
H: 3.14630 -6.93974 2.56592
H: -5.83323 5.75725 0.72522
H: 4.83674 -0.41064 3.25321
H: -9.17561 3.46357 4.42487
H: -6.98500 -1.20737 1.38140
H: 1.26812 -4.95970 -6.21708
H: 3.08659 5.00388 -0.17707
H: -3.76552 -1.88292 -1.53222
H: 7.83111 -4.38917 -5.87820
H: 8.48928 -2.05540 -6.12066
H: 3.24872 3.39102 0.54866
H: 7.17042 -5.83412 -4.06013
H: 5.80776 -5.49268 2.57199
H: -5.30264 -1.84829 -2.27870
H: -5.95595 -2.08068 2.78350
H: 6.74324 -4.27706 4.60355
H: 2.34236 4.03563 -2.03925
H: 1.42162 -1.42272 -5.34856
H: -5.44803 -3.30194 3.92388
H: -8.67903 5.06577 4.96507
H: 2.59288 -6.27843 4.54240
H: 9.56314 -3.31775 -4.73069
H: 1.50574 -5.43746 -2.71203
H: 2.02349 -3.39333 -6.11984
H: -7.69872 6.96112 3.99638
H: -7.02247 -3.13306 -0.66834
H: -0.31849 5.98335 1.12769
H: -1.22667 5.57282 -0.99446
H: -7.81820 7.32611 2.26352
H: 1.26024 3.12971 2.79698
H: -2.36249 -2.84390 3.16804
H: 3.14338 4.75245 1.65854
H: 1.57411 4.88972 3.07532
H: -2.81913 6.39091 -8.16767
H: 7.23242 -5.48963 -2.36734
H: -1.38791 3.76032 -2.87357
H: 5.77028 -1.39124 -5.10481
H: 1.26478 4.91464 9.72533
H: 1.08300 3.98401 -3.34569
H: -6.65480 4.28864 0.73210
H: -0.30472 -0.84914 -5.04750
H: 6.31423 -0.06632 -1.88682
H: -6.24445 7.21262 3.02477
H: -0.31636 5.69348 -2.42135
H: 8.52394 0.31495 -3.98524
H: -1.46562 -6.33086 -2.41006
H: 2.32137 -2.16657 4.59868
H: -0.36033 -6.30725 -5.48417
H: 1.72258 -4.94198 4.16670
H: 9.50929 -4.86673 -3.92993
H: -1.36510 -3.09462 -7.08504
H: -4.24035 -5.04350 0.96488
H: 9.80660 -3.49026 -3.00449
H: 3.60557 -1.17658 5.05988
H: -3.99232 4.04699 5.53091
H: 0.93177 -3.74791 -7.40131
H: 0.78324 -7.01774 -3.34435
H: -3.24304 -4.34552 3.57497
H: 6.21654 -3.90064 -5.42881
H: -9.08986 5.06363 2.67279
H: 1.47417 -5.91500 -4.47193
H: 7.02203 -0.20435 -5.57426
H: -5.19155 5.48146 6.62255
H: 1.79437 6.23456 -1.01332
H: -1.86539 -6.39684 -4.52295
H: -4.53319 -1.76527 3.74290
H: 0.53440 7.35663 -0.99189
H: 9.43018 -1.24034 -3.80039
H: -4.65403 2.82026 4.40799
H: -2.19444 -4.20531 2.16069
H: 4.36979 -1.09894 1.63233
H: -2.89969 -4.93541 -5.72322
H: 6.14218 -2.61781 2.86596
H: -7.66329 5.73940 0.49851
H: -5.20045 -5.19329 2.38228
H: -0.66921 12.38471 2.20972
H: 3.06443 -4.82802 5.34808
H: 1.62727 2.60724 -2.37072
H: -1.00105 2.12616 -2.20448
H: 0.01774 4.18512 2.86543
H: -6.69434 -5.14602 0.61500
H: 5.22060 -0.54222 -3.13781
H: -7.31106 3.39505 6.05277
H: -2.07148 -2.74753 -5.46609
H: -6.89723 -3.83786 1.71126
H: -1.68918 -5.26086 -6.84011
H: 0.25703 -1.26608 -6.61793
H: -5.96853 0.12651 0.83412
H: 6.83053 -2.17756 -6.84485
H: 2.20636 -5.95129 1.66823
H: -7.03258 2.61139 4.38433
H: -5.46107 6.55207 5.30172
H: -6.74737 5.93962 6.26209
H: 9.06051 -0.44536 -2.41108
H: -0.30633 -5.25277 -1.52916
H: 5.92964 -2.17491 4.51178
H: -1.79301 -4.59991 -2.42936
H: 3.18930 -0.50369 2.71353
H: 1.27529 6.64553 1.38431
H: 5.16715 -6.20412 4.04482
H: -5.27340 2.82238 6.06575
H: -4.89345 -0.46757 -1.36167

Energy above the lowest of the compared OMol25 structures with the same formula, charge and spin: 303.2 kcal/mol
Energy: -26490.376109 a.u.
Charge: -2
LUMO level: 0.8 eV
Frontier orbital gap: 2.19 eV